# 1
ORCA calculation (wB97M-V/def2-TZVPD) on a molecular structure, C19H44ClNNdP2S in a non-equilibrium geometry.

The net charge is -1. The HOMO-LUMO gap (alpha / beta) comes out at 0.1795 / 0.1728 hartree. The strongest force on any atom is 13.269 eV/A. Its spin multiplicity is 4. Its expectation value of S² is 3.763.

Last column: Mulliken charge in e.
Positions of all 69 atoms, in Å:
Nd 0.00 0.00 -0.13  -0.346
Cl -0.06 0.04 -2.52  -0.410
P -0.36 -2.41 -0.24  -0.077
C 0.69 -3.14 -1.60  0.939
C -0.07 -3.47 1.22  0.719
C -2.09 -2.59 -0.87  0.768
C 2.08 -2.53 -1.76  -1.531
H 0.12 -2.87 -2.50  0.465
C 0.80 -4.65 -1.51  -1.914
H 1.56 -4.96 -0.79  0.294
H 1.11 -5.04 -2.49  0.478
H -0.13 -5.15 -1.25  0.395
H 2.05 -1.60 -2.32  0.217
H 2.71 -3.23 -2.32  0.506
H 2.56 -2.34 -0.80  0.204
H -2.02 -2.05 -1.82  0.436
C -3.16 -1.90 -0.03  -1.457
C -2.50 -4.03 -1.16  -1.753
H -2.04 -4.42 -2.06  0.303
H -3.59 -4.07 -1.31  0.494
H -2.27 -4.70 -0.33  0.290
H -2.74 -1.13 0.64  0.150
H -3.72 -2.60 0.59  0.410
H -3.87 -1.40 -0.69  0.377
C 1.34 -3.29 1.77  -1.435
H -0.15 -4.48 0.81  0.517
C -1.12 -3.34 2.33  -1.527
H 2.10 -3.69 1.10  0.257
H 1.43 -3.82 2.72  0.522
H 1.57 -2.24 1.95  0.158
H -1.33 -2.30 2.57  0.158
H -0.74 -3.82 3.24  0.505
H -2.05 -3.83 2.06  0.253
H 1.60 -0.26 -0.43  -0.123
H -1.62 0.28 -0.36  -0.139
P 0.35 2.42 -0.19  -0.082
C -0.83 3.19 -1.40  0.950
C 0.23 3.42 1.33  0.704
C 2.01 2.62 -0.99  0.772
C -2.23 2.59 -1.45  -1.538
H -0.36 2.97 -2.37  0.494
C -0.94 4.70 -1.24  -1.904
H -1.61 4.98 -0.43  0.292
H -1.36 5.13 -2.16  0.476
H 0.02 5.20 -1.07  0.386
H -2.24 1.64 -1.99  0.225
H -2.90 3.28 -1.98  0.494
H -2.65 2.43 -0.45  0.199
H 1.83 2.12 -1.96  0.441
C 3.15 1.87 -0.31  -1.435
C 2.40 4.06 -1.26  -1.764
H 1.83 4.51 -2.07  0.307
H 3.46 4.10 -1.56  0.509
H 2.30 4.69 -0.38  0.292
H 2.80 1.17 0.45  0.172
H 3.85 2.56 0.17  0.443
H 3.71 1.30 -1.05  0.334
C -1.13 3.25 2.00  -1.385
H 0.29 4.44 0.96  0.511
C 1.37 3.22 2.32  -1.568
H -1.91 3.85 1.53  0.236
H -1.06 3.56 3.05  0.469
H -1.45 2.20 1.99  0.142
H 1.49 2.18 2.62  0.158
H 1.16 3.80 3.23  0.544
H 2.32 3.59 1.93  0.277
S 0.00 0.00 2.16  0.049
C 0.00 0.00 3.88  0.413
N 0.00 0.00 4.96  -0.715

***

# 2
ORCA calculation (wB97M-V/def2-TZVPD) on 4 unconnected molecules or ions with the total composition C19H44N2O6PS3.

The net charge is +1. The HOMO-LUMO gap comes out at 0.3638 hartree. The strongest force on any atom is 0.820 eV/A. Its spin multiplicity is 1.

Last column: Mulliken charge in e.
Positions of all 75 atoms, in Å:
C -1.29 -3.28 -4.18  -1.290
C 0.20 -3.09 -4.45  -0.362
C 0.89 -1.99 -3.62  -0.390
N 0.09 -1.61 -2.46  -0.595
N 0.73 -0.50 -1.77  0.349
C -0.24 0.17 -0.85  -0.699
C 0.17 1.61 -0.57  -1.116
P 2.28 -1.11 -0.95  0.111
C 2.17 -0.47 0.74  -0.996
C 3.44 0.00 -1.83  -1.058
H -1.50 -3.52 -3.14  0.322
H -1.86 -2.39 -4.48  0.317
H -1.66 -4.09 -4.80  0.411
H 0.71 -4.04 -4.25  0.338
H 0.36 -2.87 -5.50  0.296
H 1.09 -1.12 -4.26  0.314
H 1.86 -2.35 -3.27  0.168
H -0.79 -1.23 -2.80  0.353
H 0.99 0.20 -2.46  0.510
H -0.34 -0.42 0.06  0.328
H -1.22 0.16 -1.32  0.487
H -0.40 2.30 -1.19  0.421
H 1.23 1.80 -0.74  0.501
H -0.07 1.84 0.47  -0.088
H 1.96 0.59 0.86  0.297
H 3.18 -0.66 1.13  0.530
H 1.47 -1.08 1.29  0.356
H 4.03 -0.60 -2.51  0.319
H 4.09 0.52 -1.12  0.375
H 2.92 0.76 -2.42  0.442
C 6.77 -3.77 1.39  -0.542
C 7.28 -3.95 -0.04  -0.668
C 6.86 -2.70 -0.83  -0.518
S 6.78 -1.36 0.37  1.010
O 5.40 -0.91 0.46  -0.523
O 7.82 -0.40 0.12  -0.686
C 7.15 -2.36 1.80  -0.739
H 7.20 -4.51 2.07  0.362
H 5.68 -3.89 1.42  0.278
H 8.37 -4.03 -0.04  0.298
H 6.89 -4.85 -0.51  0.345
H 7.58 -2.42 -1.60  0.394
H 5.87 -2.81 -1.27  0.225
H 6.60 -1.97 2.66  0.392
H 8.22 -2.26 1.98  0.365
C -2.23 3.00 4.23  -0.650
C -2.61 1.71 4.96  -0.595
C -2.90 0.65 3.89  -0.700
S -1.90 1.10 2.48  0.924
O -2.77 1.44 1.38  -0.372
O -0.84 0.13 2.26  -0.703
C -1.21 2.60 3.16  -0.730
H -1.81 3.75 4.91  0.391
H -3.11 3.44 3.76  0.256
H -1.78 1.39 5.59  0.303
H -3.48 1.85 5.60  0.365
H -2.62 -0.36 4.20  0.388
H -3.94 0.66 3.56  0.301
H -1.09 3.33 2.37  0.453
H -0.24 2.35 3.60  0.410
C -7.30 3.53 -0.83  -0.611
C -5.81 3.44 -1.19  -0.752
C -5.09 2.88 0.04  -0.249
S -6.29 1.86 0.92  1.255
O -6.55 2.47 2.20  -0.678
O -5.92 0.47 0.84  -0.681
C -7.66 2.20 -0.18  -0.791
H -7.92 3.72 -1.71  0.369
H -7.47 4.35 -0.13  0.291
H -5.69 2.76 -2.04  0.309
H -5.40 4.40 -1.48  0.358
H -4.24 2.25 -0.21  0.140
H -4.78 3.66 0.72  0.321
H -8.58 2.23 0.41  0.408
H -7.71 1.39 -0.90  0.328

***

# 3
ORCA calculation (wB97M-V/def2-TZVPD) on a molecular structure, C19H45Br6NO5 in a non-equilibrium geometry.

The net charge is 0. The HOMO-LUMO gap comes out at 0.3378 hartree. The strongest force on any atom is 8.074 eV/A. Its spin multiplicity is 1.

Last column: Mulliken charge in e.
Positions of all 76 atoms, in Å:
C -2.66 -0.17 1.78  0.052
N -3.37 -0.59 0.61  0.887
O -3.03 -1.59 0.07  -0.416
O -4.25 0.16 0.22  -0.645
H -1.91 0.59 1.55  -0.617
H -2.12 -1.07 2.09  0.634
H -3.41 0.29 2.42  0.683
Br -4.33 -3.81 -0.79  -0.183
C -2.68 -4.09 -1.83  -0.709
C -2.14 -2.76 -2.10  -0.108
Br -0.71 -2.64 -3.50  -0.111
H -2.87 -4.54 -2.80  0.506
H -2.00 -4.86 -1.46  0.430
H -1.93 -2.16 -1.21  0.222
H -2.98 -2.22 -2.53  0.449
Br -0.81 4.86 -1.32  -0.203
C -2.18 3.64 -2.29  -0.773
C -1.62 2.19 -2.12  0.852
Br -2.69 0.86 -3.02  -0.091
H -2.15 3.74 -3.38  0.505
H -3.17 3.86 -1.89  0.435
H -1.54 1.96 -1.06  -0.715
H -0.58 2.13 -2.45  0.713
Br 0.84 -1.04 5.28  -0.158
C 0.58 -1.58 3.33  -0.556
C 0.76 -3.06 3.34  -0.505
Br 0.68 -3.57 1.47  0.083
H 1.22 -0.97 2.69  0.515
H -0.47 -1.42 3.07  0.310
H -0.10 -3.53 3.83  0.491
H 1.76 -3.31 3.69  0.462
C -2.48 2.49 1.81  -1.073
C -1.25 3.28 1.25  -0.005
O -0.35 2.23 0.79  -0.308
C 0.57 2.36 -0.28  -0.428
C 1.45 1.15 -0.25  0.028
H -3.04 3.17 2.45  0.560
H -3.19 2.30 1.00  0.162
H -2.22 1.57 2.32  0.578
H -1.59 3.95 0.45  -0.116
H -0.77 3.85 2.05  0.469
H -0.10 2.20 -1.12  -0.579
H 1.08 3.32 -0.36  0.553
H 2.22 1.18 0.53  -1.269
H 1.92 1.16 -1.23  -0.165
H 0.85 0.24 -0.13  -1.254
C -0.30 -1.24 1.25  -2.602
C -0.54 -1.74 -0.14  -2.308
O -0.48 -0.61 -1.04  0.406
C 0.74 -0.40 -1.72  -0.120
C 0.67 0.63 -2.79  -1.215
H 0.73 -1.32 1.61  -4.206
H -0.59 -0.21 1.43  1.575
H -1.02 -1.67 1.94  1.361
H 0.19 -2.52 -0.36  1.162
H -1.54 -2.15 -0.28  0.083
H 1.54 -0.31 -0.98  0.337
H 0.96 -1.30 -2.28  1.420
H 0.45 0.20 -3.77  0.142
H 1.66 1.08 -2.83  0.453
H -0.02 1.44 -2.57  -0.494
C 2.08 -1.13 1.11  -0.042
C 3.12 -0.10 1.38  -0.675
O 4.22 -0.18 0.54  -0.454
C 4.03 0.76 -0.53  0.179
C 5.27 0.54 -1.42  -1.665
H 1.47 -0.78 0.28  1.898
H 2.64 -1.95 0.66  0.953
H 1.50 -1.46 1.98  1.207
H 2.63 0.88 1.32  0.633
H 3.59 -0.12 2.37  0.326
H 3.02 0.63 -0.93  0.586
H 3.98 1.81 -0.24  0.330
H 5.25 1.29 -2.21  0.406
H 5.32 -0.44 -1.90  0.358
H 6.20 0.66 -0.87  0.372

***

# 4
ORCA calculation (wB97M-V/def2-TZVPD) on a molecular structure, C19H46AgClN3O5 in a non-equilibrium geometry.

The net charge is 0. The HOMO-LUMO gap comes out at 0.1435 hartree. The strongest force on any atom is 5.710 eV/A. Its spin multiplicity is 2. Its expectation value of S² is 0.755.

Last column: Mulliken charge in e.
Positions of all 75 atoms, in Å:
Ag -1.28 3.17 0.27  0.812
Cl -1.10 7.78 0.63  -0.850
C -1.54 -3.73 -2.94  -1.579
C -1.66 -4.57 -1.56  0.973
C -0.91 -6.00 -1.87  -1.183
C -0.81 -6.83 -0.57  -0.565
C 0.11 -6.04 0.35  -1.129
C -0.44 -4.53 0.72  1.464
N -0.95 -3.80 -0.49  0.428
O -1.32 -2.43 -0.26  -0.477
C 0.84 -3.79 1.37  -1.616
C -1.61 -4.62 1.75  -1.652
C -3.17 -4.77 -1.31  -1.519
H -0.56 -3.60 -3.40  0.360
H -2.02 -2.80 -2.63  0.441
H -2.25 -4.18 -3.64  0.394
H 0.06 -5.73 -2.29  0.439
H -1.34 -6.63 -2.65  0.414
H -0.51 -7.87 -0.70  0.444
H -1.87 -6.86 -0.29  0.222
H 1.19 -6.04 0.20  0.436
H -0.01 -6.66 1.24  0.339
H 1.02 -4.10 2.40  0.390
H 0.73 -2.72 1.58  0.398
H 1.73 -3.87 0.74  0.385
H -2.37 -3.83 1.68  0.318
H -1.20 -4.63 2.76  0.397
H -2.13 -5.57 1.62  0.378
H -3.63 -5.56 -1.91  0.311
H -3.63 -3.83 -1.62  0.419
H -3.48 -4.90 -0.27  0.369
C 2.95 1.39 -3.58  -1.286
C 2.41 2.88 -3.60  0.389
C 1.06 2.88 -4.47  -0.759
O 0.47 4.18 -4.34  -0.299
C 0.35 4.95 -5.57  -0.713
N 2.18 3.28 -2.20  -0.643
H 3.57 1.05 -2.75  0.420
H 3.69 1.26 -4.37  0.325
H 2.15 0.66 -3.63  0.286
H 3.15 3.57 -4.00  0.268
H 0.28 2.23 -4.08  0.318
H 1.21 2.54 -5.49  0.402
H 1.38 5.13 -5.89  0.301
H -0.19 5.87 -5.33  0.232
H -0.23 4.45 -6.34  0.294
H 2.98 2.96 -1.68  0.226
H 2.12 4.29 -2.22  0.263
C 2.58 4.56 5.37  -1.411
C 2.88 3.42 4.36  0.495
C 4.27 2.68 4.55  -0.877
O 4.64 2.13 3.28  -0.312
C 5.77 1.41 3.25  -0.801
N 1.81 2.48 4.21  -0.562
H 3.53 5.10 5.43  0.368
H 2.50 4.29 6.43  0.371
H 1.76 5.24 5.14  0.366
H 3.07 3.90 3.40  0.174
H 4.43 1.87 5.26  0.394
H 5.05 3.43 4.49  0.398
H 6.02 1.23 2.21  0.247
H 5.54 0.47 3.77  0.334
H 6.71 1.83 3.60  0.313
H 1.24 2.35 5.03  0.273
H 2.27 1.59 4.14  0.237
C -6.00 2.45 1.45  -0.385
C -6.23 2.84 -0.01  -0.385
O -5.08 3.37 -0.78  -0.499
O -4.93 3.06 2.03  -0.477
H -6.04 1.36 1.52  0.236
H -6.91 2.72 1.98  0.268
H -7.17 3.31 -0.26  0.373
H -6.37 1.84 -0.42  0.252
H -5.47 3.59 -1.63  0.293
H -5.28 3.44 2.84  0.334